# 1
This record from the OMol25 dataset describes a 9-piece molecular cluster, C51H82N3O31P2 overall in a non-equilibrium geometry. The level of theory is ωB97M-V with the def2-TZVPD basis set.

The calculation puts the HOMO-LUMO gap at 7.89 eV. The HOMO energy is -11.42 eV. The value obtained for the energy is -5171.8988 Eh.

Geometry as ORCA input:
```
! wB97M-V def2-TZVPD RIJCOSX def2/J DEFGRID3
* xyz 1 1
C -1.9516 3.2845 9.6189
C -1.7643 3.3164 8.4435
C -1.5313 2.9788 7.0439
C -0.3232 2.0511 6.8635
N -0.7283 0.7379 6.2302
P -1.8043 -0.5441 6.8409
C -2.6715 0.1692 8.2550
O -0.8088 -1.6610 7.5280
C -0.1448 0.6067 5.0709
C 0.1044 -0.7173 4.4641
C 1.4631 -0.8962 3.8162
O 2.4226 -0.1983 3.9770
O 1.4621 -1.9469 3.0116
C 0.1259 2.0029 4.5627
C 0.7378 2.2313 3.1696
C -0.3637 2.8776 2.3062
P 0.1561 3.3312 0.6372
O 1.1565 4.4011 0.7073
O 0.6313 2.0368 -0.1395
C 1.8077 2.2365 -0.9875
C 3.0951 1.9374 -0.2259
O -1.2011 3.7582 -0.1009
C -1.3401 5.1838 -0.3292
C -1.6880 5.9664 0.9212
C 0.7847 2.5329 5.8479
N 1.8929 1.6295 6.1530
N 0.9532 3.9642 5.9736
C 1.2902 4.3549 7.3664
C 1.9939 4.4937 5.1007
C 3.4571 4.3284 5.4166
O 1.6645 5.0911 4.1176
H -2.0839 3.4185 10.6648
H -1.3952 3.8980 6.4768
H -2.4169 2.4908 6.6455
H 0.1354 1.7230 7.7912
H -3.2902 1.0133 7.9700
H -3.3525 -0.6066 8.5979
H -2.0410 0.4428 9.0972
H -1.3248 -2.4779 7.5210
H -0.6525 -1.0091 3.7352
H 0.0730 -1.4544 5.2623
H 2.3976 -2.2509 2.9948
H -0.8551 2.4787 4.5202
H 1.6107 2.8740 3.1724
H 1.0313 1.3135 2.6735
H -0.7204 3.7507 2.8408
H -1.1416 2.1164 2.2052
H 1.7125 1.5554 -1.8253
H 1.7958 3.2393 -1.4005
H 3.2322 0.8646 -0.2998
H 3.9352 2.4863 -0.6293
H 2.9243 2.1741 0.8177
H -2.1829 5.2721 -1.0108
H -0.4786 5.5872 -0.8466
H -1.0561 5.6501 1.7466
H -2.7184 5.7736 1.2035
H -1.5111 7.0238 0.7636
H 2.6981 1.7852 5.5660
H 2.1481 1.6472 7.1300
H 0.3836 4.5557 7.9256
H 1.9263 3.6395 7.8862
H 1.8410 5.2900 7.3441
H 3.9080 3.4995 4.8770
H 3.6864 4.2159 6.4723
H 3.9439 5.2368 5.0777
C -2.0225 1.3530 -1.5972
C -3.3776 0.7250 -1.7943
C -3.3725 -0.7428 -2.1495
O -4.6165 -0.8789 -2.8554
C -4.8957 0.3214 -3.4105
O -5.7654 0.5067 -4.2014
O -4.0610 1.2760 -2.9440
H -2.1004 2.4299 -1.6105
H -1.5933 1.0415 -0.6490
H -1.3369 1.0684 -2.3985
H -4.0067 0.9146 -0.9186
H -3.3518 -1.3978 -1.2824
H -2.5598 -1.0110 -2.8276
C -7.3474 -1.5768 -5.5749
C -7.4561 -2.2058 -6.9400
C -8.8590 -2.4360 -7.4478
O -8.6714 -3.5381 -8.3504
C -7.5983 -4.2376 -7.9117
O -7.2705 -5.3038 -8.3213
O -6.9477 -3.5572 -6.9400
H -6.3412 -1.6883 -5.1851
H -7.5867 -0.5178 -5.6175
H -8.0240 -2.0614 -4.8671
H -6.8682 -1.6336 -7.6633
H -9.2764 -1.5789 -7.9698
H -9.5461 -2.7518 -6.6597
C -4.9034 -6.9262 -8.7948
C -3.8791 -6.8207 -9.8945
C -3.6032 -8.0968 -10.6516
O -2.2605 -7.8854 -11.1148
C -1.6567 -7.0488 -10.2335
O -0.4951 -6.8083 -10.2204
O -2.5646 -6.5314 -9.3705
H -4.8536 -6.0594 -8.1429
H -5.9046 -6.9921 -9.2064
H -4.7196 -7.8080 -8.1765
H -4.1451 -6.0097 -10.5786
H -4.2775 -8.2571 -11.4890
H -3.6088 -8.9781 -10.0066
C 6.9694 8.6173 5.4502
C 6.7455 7.9818 6.7986
C 7.2124 6.5516 6.9266
O 6.3504 6.0508 7.9616
C 5.2041 6.7704 7.9130
O 4.2106 6.4959 8.5057
O 5.3385 7.8312 7.0850
H 6.3827 9.5300 5.3579
H 8.0220 8.8618 5.3139
H 6.6586 7.9500 4.6450
H 7.1753 8.6066 7.5859
H 8.2555 6.4601 7.2171
H 7.0355 5.9680 6.0201
C -8.4657 3.3816 -1.7190
C -7.7565 2.1483 -1.2216
C -8.6514 0.9752 -0.9100
O -7.8726 0.2684 0.0710
C -7.0940 1.1789 0.7026
O -6.4538 0.9579 1.6791
O -7.1393 2.3729 0.0644
H -7.8055 4.2464 -1.6698
H -8.7894 3.2450 -2.7499
H -9.3386 3.6062 -1.1044
H -6.9636 1.8645 -1.9198
H -8.8513 0.3435 -1.7716
H -9.5963 1.2737 -0.4511
C 4.5732 -2.9587 -2.1974
C 4.9755 -3.8684 -1.0710
C 4.0511 -5.0279 -0.8116
O 4.2798 -5.2790 0.5925
C 4.6510 -4.1095 1.1389
O 4.7197 -3.9019 2.3172
O 4.9058 -3.1835 0.2022
H 5.1257 -2.0315 -2.1526
H 4.7567 -3.4341 -3.1608
H 3.5141 -2.7063 -2.1297
H 6.0036 -4.2136 -1.2079
H 4.2886 -5.8990 -1.4136
H 2.9984 -4.7735 -0.9432
C 2.9822 -10.2482 -1.1800
C 3.3464 -9.7005 -2.5364
C 4.8230 -9.6840 -2.8530
O 4.9101 -8.6083 -3.8010
C 3.8962 -7.7534 -3.5347
O 3.7797 -6.6720 -4.0127
O 3.0334 -8.2949 -2.6402
H 1.9553 -9.9873 -0.9279
H 3.0818 -11.3327 -1.1674
H 3.6231 -9.8293 -0.4027
H 2.7839 -10.2200 -3.3165
H 5.1830 -10.6115 -3.2899
H 5.4370 -9.4285 -1.9864
C 6.5143 2.3608 -5.8939
C 6.5780 1.5804 -4.6059
C 6.8879 0.1105 -4.7541
O 6.2733 -0.4392 -3.5759
C 5.2477 0.3765 -3.2382
O 4.4201 0.1243 -2.4211
O 5.2879 1.5188 -3.9600
H 6.0374 3.3261 -5.7306
H 7.5157 2.5267 -6.2891
H 5.9258 1.8318 -6.6443
H 7.2711 2.0589 -3.9085
H 7.9520 -0.1086 -4.7709
H 6.4113 -0.3361 -5.6288
*
```

***

# 2
This record from the OMol25 dataset describes a 9-piece molecular cluster, C51H85N4O27S overall in a non-equilibrium geometry. The level of theory is ωB97M-V with the def2-TZVPD basis set.

The calculation puts the HOMO-LUMO gap at 9.21 eV. The HOMO energy is -11.90 eV. The value obtained for the energy is -4642.6340 Eh.

Geometry as ORCA input:
```
! wB97M-V def2-TZVPD RIJCOSX def2/J DEFGRID3
* xyz 1 1
C -0.4446 -0.6981 -3.7213
C 0.5472 -0.8141 -4.7286
C 2.0492 -0.3025 -4.5899
N 2.4166 -0.3547 -3.1547
C 2.1617 0.6658 -2.2267
C 1.5248 2.0923 -2.2840
S 0.8036 2.6528 -3.8715
O -0.0399 3.8685 -3.5435
O 1.8283 3.0786 -4.8965
N 2.6411 0.3135 -0.9235
C 3.2055 -0.9850 -1.1344
N 3.8041 -1.6721 -0.1611
C 3.9868 -1.2306 1.2443
C 4.7484 0.1591 1.4147
C 4.9652 0.3504 3.0097
O 6.2804 0.8627 3.3132
N 3.0531 -1.3834 -2.5116
C 3.5740 -2.6676 -3.0415
C 2.4721 -3.8041 -3.2657
C 1.1182 -3.5982 -2.4434
C 0.6287 -5.0723 -1.9999
C -0.7538 -5.0112 -1.1659
C -0.3716 -4.5126 0.3178
C -1.0792 -3.1069 0.6180
C -0.0678 -1.8910 0.8354
C -0.9557 -0.6530 1.4140
C -0.7820 -0.7368 3.0254
H -1.5146 -0.3791 -3.9128
H -0.1272 -1.0004 -2.6647
H 0.2860 -1.3427 -5.7087
H 2.7019 -1.0735 -5.1301
H 2.2521 0.6926 -5.0906
H 2.3338 2.8480 -1.9863
H 0.7354 2.1659 -1.4573
H -0.0394 1.7420 -4.4915
H 4.1754 -2.5980 -0.4188
H 4.6498 -2.0173 1.7500
H 3.0228 -1.2243 1.8586
H 5.7271 0.2123 0.8401
H 4.0798 1.0394 1.1136
H 4.8989 -0.6913 3.4859
H 4.1450 0.9994 3.4718
H 6.7220 0.2428 3.9259
H 4.4659 -3.0532 -2.4368
H 4.0122 -2.4314 -4.0761
H 2.2567 -3.9917 -4.3751
H 2.9369 -4.7867 -2.8976
H 1.2159 -2.8892 -1.5659
H 0.3320 -3.2605 -3.2054
H 1.4210 -5.5818 -1.3689
H 0.4564 -5.6732 -2.9667
H -1.1744 -6.0731 -1.0960
H -1.5318 -4.3686 -1.6816
H 0.7608 -4.3335 0.3437
H -0.5788 -5.3147 1.0922
H -1.8022 -2.8188 -0.2085
H -1.6821 -3.2088 1.5787
H 0.4157 -1.4990 -0.1153
H 0.7841 -2.1629 1.5514
H -0.5203 0.2917 0.9651
H -2.0175 -0.8661 1.0677
H 0.3369 -0.6866 3.2257
H -1.3707 0.1196 3.4710
H -1.1354 -1.7657 3.3437
C -3.7570 4.6543 1.3141
C -4.2521 3.3999 1.9988
C -3.1882 2.6726 2.7639
O -3.6660 1.3285 2.7423
C -4.4146 1.2031 1.6096
O -4.8042 0.1610 1.1685
O -4.6561 2.4169 1.0442
H -2.9786 4.4242 0.5811
H -4.5714 5.1320 0.7642
H -3.3599 5.3681 2.0395
H -5.1142 3.6305 2.6316
H -3.0908 3.0336 3.7886
H -2.2058 2.6994 2.2801
C -2.9125 -9.8477 -4.0743
C -1.9805 -8.7848 -3.5365
C -2.5630 -7.4026 -3.5627
O -1.3945 -6.5869 -3.6522
C -0.4504 -7.3323 -4.2754
O 0.5842 -6.8969 -4.6941
O -0.8302 -8.6357 -4.3700
H -3.1638 -9.6570 -5.1209
H -2.4291 -10.8270 -4.0422
H -3.8345 -9.8947 -3.4915
H -1.6370 -9.0579 -2.5325
H -3.1305 -7.1718 -2.6603
H -3.1892 -7.2079 -4.4363
C -6.6225 -1.0244 5.3393
C -7.1005 0.4013 5.4918
C -8.4334 0.6644 4.8554
O -8.3546 2.0576 4.5592
C -7.0372 2.3416 4.3830
O -6.6196 3.3680 3.9279
O -6.2524 1.3076 4.7853
H -6.4977 -1.2874 4.2848
H -5.6499 -1.1463 5.8072
H -7.3206 -1.7261 5.7992
H -7.0962 0.6885 6.5488
H -9.2662 0.4558 5.5278
H -8.5845 0.1192 3.9188
C -6.7403 -9.2880 -8.4282
C -6.4515 -7.9659 -7.7522
C -5.1370 -7.3594 -8.1479
O -4.8113 -6.5754 -7.0025
C -5.4079 -7.1772 -5.9381
O -5.1840 -6.9042 -4.7944
O -6.2878 -8.1322 -6.3432
H -5.9856 -10.0350 -8.1694
H -7.7007 -9.6841 -8.0908
H -6.7712 -9.1768 -9.5139
H -7.2808 -7.2697 -7.9164
H -5.2161 -6.7340 -9.0377
H -4.3439 -8.0983 -8.2992
C 9.0447 3.8410 -0.6184
C 8.5336 2.6567 -1.4064
C 7.6447 1.7421 -0.6156
O 7.8323 0.4935 -1.2772
C 9.0815 0.5266 -1.8235
O 9.6429 -0.4237 -2.2789
O 9.6027 1.7825 -1.7769
H 9.6484 3.5153 0.2339
H 9.6914 4.4561 -1.2413
H 8.2219 4.4575 -0.2552
H 8.0438 2.9989 -2.3230
H 6.5968 2.0448 -0.6496
H 7.9514 1.6296 0.4295
C 8.8167 9.9515 -2.6559
C 8.3561 8.6935 -1.9534
C 9.4356 8.0136 -1.1626
O 9.0020 6.6552 -1.1661
C 8.2698 6.4854 -2.3064
O 7.9170 5.4239 -2.7380
O 7.9956 7.6814 -2.8940
H 9.6098 9.7321 -3.3751
H 7.9935 10.3917 -3.2231
H 9.1817 10.6911 -1.9404
H 7.4785 8.9075 -1.3339
H 9.5097 8.3950 -0.1436
H 10.4209 8.0640 -1.6357
C -2.2736 1.7254 7.9875
C -2.7412 0.3617 8.4465
C -2.0876 -0.7776 7.7198
O -3.0722 -1.8029 7.8200
C -4.2766 -1.1760 7.9158
O -5.3342 -1.7231 7.8147
O -4.1193 0.1586 8.1358
H -2.5032 1.8844 6.9307
H -2.7930 2.5104 8.5417
H -1.1988 1.8449 8.1387
H -2.6217 0.2677 9.5312
H -1.1525 -1.0896 8.1867
H -1.9075 -0.5722 6.6598
C -3.2295 10.1527 3.0573
C -3.4024 8.8734 3.8459
C -3.2389 9.0522 5.3262
O -2.8059 7.7606 5.7389
C -2.1616 7.2059 4.6764
O -1.5011 6.2110 4.7300
O -2.3660 7.9378 3.5423
H -2.2263 10.5650 3.1921
H -3.3464 9.9579 1.9888
H -3.9642 10.9028 3.3572
H -4.3622 8.4062 3.6005
H -4.1723 9.3252 5.8197
H -2.4662 9.7792 5.5947
*
```